1.
DFT (wB97M-V/def2-TZVPD) results for a cluster of 5 separate species, C19H53O19P5 in total at a distorted geometry.

As for the SMILES: C[C@@H](O)COPCCCCO.COP(=O)(OC)OC.COP(=O)(OC)OC.COP(=O)(OC)OC.COP(=O)(OC)OC. As for the total energy: -105908.229 eV. The LUMO energy comes out at -1.82 eV. The largest force on an atom comes out at 7.27 eV Å⁻¹. As for the frontier orbital gap: 5.878 eV.

Positions of all 96 atoms, in Å:
C1 2.60884 0.69262 -0.16818
C2 1.28433 0.21119 -0.81090
O1 1.52086 0.11543 -2.21506
C3 0.93635 -1.14785 -0.23011
O2 -0.44434 -1.48436 -0.15451
P1 -1.43746 -0.95785 -1.37434
C4 -3.06531 -1.41292 -0.67622
C5 -4.22790 -0.46728 -1.04495
C6 -3.84433 0.91748 -1.55498
C7 -3.11950 1.79663 -0.53285
O3 -3.00172 1.16127 0.74162
H1 3.09009 -0.10922 0.38825
H2 2.41601 1.52302 0.50698
H3 3.28839 1.02488 -0.94399
H4 0.54356 0.97091 -0.57555
H5 0.81278 0.57719 -2.67095
H6 1.51033 -1.90498 -0.76863
H7 1.29495 -1.16162 0.79762
H8 -1.25221 -1.80209 -2.50516
H9 -3.32285 -2.42311 -0.99103
H10 -2.89648 -1.47611 0.39528
H11 -4.82450 -0.34411 -0.14552
H12 -4.83791 -0.95406 -1.80033
H13 -4.78048 1.41824 -1.80631
H14 -3.29620 0.86866 -2.49308
H15 -2.13795 2.09168 -0.90066
H16 -3.66969 2.72852 -0.39486
H17 -2.08444 1.24217 1.00221
C8 -3.82483 -5.66179 -4.20714
O4 -2.57459 -4.97055 -4.06965
P2 -2.38777 -3.56647 -4.88190
O5 -3.41513 -2.79760 -4.12278
O6 -2.93288 -4.11562 -6.31530
C9 -2.29705 -5.21262 -6.97925
O7 -1.51409 -2.31150 -5.43436
C10 -2.22546 -1.34255 -6.21260
H18 -4.12645 -5.93742 -3.19809
H19 -4.58562 -5.03219 -4.65734
H20 -3.68451 -6.56479 -4.80222
H21 -3.06289 -5.93639 -7.25404
H22 -1.56182 -5.70928 -6.34478
H23 -1.80982 -4.85211 -7.88437
H24 -3.02510 -0.90400 -5.62003
H25 -2.62517 -1.78247 -7.12450
H26 -1.49896 -0.57749 -6.47774
C11 -2.81638 -6.02077 3.05292
O8 -2.23422 -4.95667 2.28692
P3 -2.14370 -5.15620 0.71250
O9 -3.49017 -5.25768 0.14357
O10 -1.42148 -6.62969 0.69614
C12 -0.31457 -6.92443 1.54305
O11 -1.16835 -4.43204 -0.28845
C13 -1.01443 -4.98352 -1.59940
H27 -3.52369 -5.56175 3.73854
H28 -3.33476 -6.73683 2.42136
H29 -2.03702 -6.52257 3.62434
H30 -0.51849 -7.85877 2.06622
H31 -0.13902 -6.14201 2.28214
H32 0.58128 -7.05117 0.93415
H33 -1.96748 -4.98724 -2.10560
H34 -0.58874 -5.98567 -1.57178
H35 -0.32260 -4.32910 -2.12915
C14 0.23921 1.04916 2.72369
O12 0.00666 2.42510 3.03540
P4 1.25399 3.26807 3.67890
O13 2.19360 3.18527 2.52594
O14 1.48481 2.13889 4.85687
C15 0.44682 1.80727 5.78213
O15 2.04037 4.41446 4.54921
C16 3.36690 4.09644 4.98584
H36 -0.14959 0.87540 1.72099
H37 1.29368 0.78997 2.74463
H38 -0.30698 0.41671 3.42369
H39 0.33900 0.72345 5.80480
H40 -0.51209 2.24455 5.50265
H41 0.72779 2.15497 6.77590
H42 4.00591 3.90149 4.12604
H43 3.37015 3.24568 5.66211
H44 3.72590 4.97448 5.51839
C17 3.51935 9.19709 0.89801
O16 4.14451 8.77904 2.12010
P5 5.45855 7.89090 1.99856
O17 6.52262 8.66891 1.36174
O18 4.88536 6.74827 0.98636
C18 3.60181 6.14765 1.19246
O19 6.07906 6.90803 3.08790
C19 7.05157 5.97034 2.60733
H45 3.30507 10.25731 1.00360
H46 4.16568 9.04034 0.03894
H47 2.58550 8.65307 0.76632
H48 3.04395 6.19554 0.25777
H49 3.03085 6.65703 1.96910
H50 3.73128 5.10286 1.47162
H51 7.89922 6.49556 2.17186
H52 6.61263 5.29018 1.88126
H53 7.37951 5.40308 3.47473

=====

2.
DFT (wB97M-V/def2-TZVPD) results for the molecule C7H11NOS2 at a distorted geometry.

As for the SMILES: CSC(=O)CCCCN=C=S. As for the total energy: -32642.188 eV. The LUMO energy comes out at 0.12 eV. The largest force on an atom comes out at 6.06 eV Å⁻¹. As for the frontier orbital gap: 9.374 eV.

Positions of all 22 atoms, in Å:
C1 -4.01336 -1.69037 0.57517
S1 -3.22665 -0.90416 -0.98139
C2 -1.70417 -0.46171 0.03702
O1 -1.75129 -0.72704 1.26363
C3 -0.72619 0.44019 -0.64970
C4 0.57368 0.45992 0.03927
C5 1.56104 1.50404 -0.59972
C6 2.80436 1.27360 0.21734
N1 2.97679 -0.19392 0.63712
C7 3.31978 -1.20332 -0.02811
S2 3.66945 -2.71569 -0.41876
H1 -3.44396 -2.62735 0.74391
H2 -3.68866 -1.02063 1.56252
H3 -5.09063 -1.96304 0.38939
H4 -0.60657 0.35289 -1.67369
H5 -1.39098 1.41098 -0.62155
H6 0.26188 0.97121 1.02104
H7 1.03112 -0.46624 0.05958
H8 1.31787 2.60645 -0.52949
H9 1.59451 1.40066 -1.78642
H10 3.79253 1.52648 -0.44766
H11 2.73944 2.02705 1.19051

=====

3.
DFT (wB97M-V/def2-TZVPD) results for a cluster of 2 separate species, C4H4 in total at a distorted geometry.

As for the SMILES: C#C.C#C. As for the total energy: -4206.155 eV. The LUMO energy comes out at 0.91 eV. The largest force on an atom comes out at 5.02 eV Å⁻¹. As for the frontier orbital gap: 11.101 eV.

Positions of all 8 atoms, in Å:
C1 2.89676 -0.54878 -0.03318
C2 3.13810 0.61883 -0.02295
H1 2.92705 -1.55878 -0.35628
H2 2.89468 1.71664 0.24343
C3 -2.36259 -0.24064 0.14949
C4 -3.57266 0.19979 -0.09460
H3 -1.23685 -0.73159 0.57219
H4 -4.68449 0.54454 -0.45810

=====

4.
DFT (wB97M-V/def2-TZVPD) results for the molecule C4H5N3O2 at a distorted geometry.

As for the SMILES: O=c1[nH]nccc[nH]o1. As for the total energy: -12790.505 eV. The LUMO energy comes out at 0.17 eV. The largest force on an atom comes out at 5.57 eV Å⁻¹. As for the frontier orbital gap: 9.293 eV.

Positions of all 14 atoms, in Å:
O1 2.64603 -0.40736 -0.36367
C1 1.55218 -0.51420 0.13206
N1 0.70953 -1.52940 -0.10004
N2 -0.53710 -1.79310 0.55232
C2 -1.44409 -0.84135 0.35050
C3 -1.32262 0.35661 -0.29007
C4 -0.45174 1.41507 -0.22184
N3 0.68639 1.60513 0.59433
O2 1.03505 0.35690 1.11386
H1 1.08792 -2.36789 -0.48865
H2 -2.46643 -1.06153 0.65761
H3 -2.12146 0.50379 -1.10681
H4 -0.84911 2.25657 -0.87010
H5 1.47547 2.02079 0.04050

=====

5.
DFT (wB97M-V/def2-TZVPD) results for a cluster of 4 separate species, CH9NO5 in total at a distorted geometry.

As for the SMILES: NC(=O)O.O.O.O. As for the total energy: -12911.306 eV. The LUMO energy comes out at 0.12 eV. The largest force on an atom comes out at 1.53 eV Å⁻¹. As for the frontier orbital gap: 9.843 eV.

Positions of all 16 atoms, in Å:
N1 1.76726 0.49625 -1.31022
C1 1.96188 0.12236 -0.02090
O1 2.96204 0.35363 0.60864
O2 0.96877 -0.72923 0.39459
H1 1.12135 0.07123 -1.96294
H2 2.41312 1.17870 -1.66798
H3 0.46762 -0.36372 1.15313
O3 -0.56660 0.28359 2.58933
H4 -0.31917 1.20876 2.60996
H5 -1.51038 0.19677 2.44077
O4 -1.96792 0.12248 0.38006
H6 -2.41762 0.35440 -0.44840
H7 -2.76313 -0.12870 0.87446
O5 -0.63554 -0.73997 -2.07473
H8 -1.00952 -1.54534 -2.43949
H9 -0.47216 -0.88122 -1.12628

=====

6.
DFT (wB97M-V/def2-TZVPD) results for a structure of composition C4H7NO at a distorted geometry.

As for the total energy: -7794.904 eV. The LUMO energy comes out at 0.30 eV. The largest force on an atom comes out at 4.80 eV Å⁻¹. As for the frontier orbital gap: 9.611 eV.

Positions of all 13 atoms, in Å:
C1 -0.69876 -1.90896 -0.42187
C2 -0.11281 -0.72028 0.52018
O1 -0.17705 -0.77148 1.71882
C3 0.20280 0.17728 -0.44923
C4 0.18087 2.06264 0.04494
N1 1.42082 1.66785 0.40294
H1 0.03426 -2.67072 -0.40280
H2 -0.94145 -1.71172 -1.44032
H3 -1.57608 -2.22921 0.06568
H4 0.82640 0.01731 -1.29556
H5 -0.64950 2.11429 0.75260
H6 0.07802 2.62130 -0.87133
H7 1.41248 1.35169 1.37594

=====

7.
DFT (wB97M-V/def2-TZVPD) results for the molecule C5H6ClF3N2O at a distorted geometry.

As for the total energy: -30979.397 eV. The LUMO energy (alpha / beta) comes out at 0.68 / -1.72 eV. The largest force on an atom comes out at 4.49 eV Å⁻¹. As for the multiplicity: 3. As for the frontier orbital gap (alpha / beta): 5.809 / 7.669 eV.

Positions of all 18 atoms, in Å:
C1 -0.32031 2.07980 0.00918
C2 0.76631 1.38160 -0.49970
C3 0.58668 -0.04526 -0.13407
C4 -1.23648 -1.14342 1.13509
C5 0.72167 -1.06290 -1.31838
N1 -1.16949 1.16103 0.61971
N2 -0.81655 -0.17726 0.19841
O1 1.58099 -0.50945 0.75331
F1 2.00669 -0.96742 -1.75283
F2 0.49098 -2.28995 -1.01926
F3 -0.07840 -0.72841 -2.30652
Cl1 2.18434 2.07064 -1.24521
H1 -0.34675 3.16982 -0.03232
H2 -2.23543 -1.51416 0.63990
H3 -0.58553 -2.07623 1.14645
H4 -1.52710 -0.81520 2.16892
H5 -2.25744 1.29727 0.63064
H6 2.23580 0.16948 1.00669

=====

8.
DFT (wB97M-V/def2-TZVPD) results for a cluster of 4 separate species, C29H26F22N2O7 in total at a distorted geometry.

As for the SMILES: FC(F)C(F)(F)C(F)(F)C(F)(F)COCCc1cc(C(F)(F)C(F)(F)F)cc2nccnc12.CCOC(=O)C(F)(F)F.CCOC(=O)C(F)(F)F.CCOC(=O)C(F)(F)F. As for the total energy: -107573.867 eV. The LUMO energy comes out at -1.99 eV. The largest force on an atom comes out at 7.23 eV Å⁻¹. As for the frontier orbital gap: 7.075 eV.

Positions of all 86 atoms, in Å:
F1 6.40472 -3.09046 -1.82095
C1 4.93201 -3.15328 -2.01578
F2 4.64141 -4.57562 -2.43329
C2 4.35969 -2.20456 -3.22519
F3 2.90263 -2.44031 -3.35157
F4 4.97322 -2.74269 -4.49687
C3 4.80567 -0.62914 -3.14382
F5 6.30463 -0.44381 -3.10204
F6 4.38957 -0.00375 -4.45486
C4 4.19176 0.20498 -1.87298
F7 4.65832 -0.34368 -0.56372
F8 4.74981 1.60364 -1.98868
C5 2.54502 0.37924 -1.94695
O1 2.08066 1.76844 -1.81111
C6 1.08402 1.91367 -0.73148
C7 -0.47855 1.80814 -1.21743
C8 -0.86034 0.37605 -1.96253
C9 -1.61958 -0.84468 -1.11388
C10 -2.02972 -2.27218 -1.87832
C11 -2.81700 -3.51612 -1.14854
F9 -3.01820 -4.64838 -2.11165
F10 -4.20618 -3.09480 -0.73484
C12 -2.05546 -4.13562 0.16514
F11 -1.57182 -3.12531 1.13682
F12 -0.96766 -5.12454 -0.18082
F13 -3.08807 -4.95354 0.90519
C13 -1.60195 -2.37868 -3.46194
C14 -0.84178 -1.17117 -4.31984
N1 -0.52380 -1.46267 -5.75932
C15 0.16790 -0.30102 -6.41479
C16 0.47781 1.10724 -5.66250
N2 0.16330 1.42541 -4.22771
C17 -0.48286 0.23258 -3.58138
H1 4.32136 -3.00297 -1.00937
H2 2.05960 -0.34179 -1.16141
H3 2.24728 0.02844 -3.04838
H4 1.23171 3.01594 -0.29864
H5 1.24421 1.18602 0.17211
H6 -1.19019 1.99169 -0.28986
H7 -0.67762 2.67046 -2.01567
H8 -1.89420 -0.69882 0.01425
H9 -1.86695 -3.38364 -4.04929
H10 0.49222 -0.40859 -7.54443
H11 1.00038 1.96283 -6.30263
C18 -2.86923 -5.10930 3.94297
C19 -2.90021 -3.63994 4.32106
O2 -3.42324 -3.47244 5.64767
C20 -2.53470 -3.65981 6.67523
O3 -1.35500 -3.96142 6.51243
C21 -3.20787 -3.40190 8.02147
F14 -4.44109 -3.97656 8.11498
F15 -3.39091 -2.07068 8.25622
F16 -2.48904 -3.87840 9.07788
H12 -3.85975 -5.55919 4.06514
H13 -2.54742 -5.23550 2.90558
H14 -2.18441 -5.66836 4.58842
H15 -3.57232 -3.10220 3.64381
H16 -1.91129 -3.17705 4.22766
C22 1.10792 6.55747 -6.96363
C23 -0.33791 6.93702 -6.70205
O4 -1.05328 5.83091 -6.13082
C24 -0.91381 5.65549 -4.77795
O5 -0.22112 6.37544 -4.06308
C25 -1.76382 4.48114 -4.29791
F17 -1.66403 3.38943 -5.10909
F18 -3.09016 4.79570 -4.24669
F19 -1.42643 4.05368 -3.04763
H17 1.16339 5.65562 -7.58174
H18 1.63550 7.36927 -7.47186
H19 1.63266 6.33508 -6.02911
H20 -0.82988 7.17849 -7.65033
H21 -0.41425 7.82514 -6.06458
C26 -0.44095 -0.28903 8.82595
C27 0.18227 1.09364 8.87824
O6 0.83001 1.40120 7.63431
C28 0.01984 1.86629 6.63042
O7 -1.19380 2.01748 6.74609
C29 0.84198 2.20002 5.38753
F20 1.76220 1.23907 5.08824
F21 1.54084 3.36251 5.53229
F22 0.07883 2.35274 4.26768
H22 0.30630 -1.03767 8.54377
H23 -0.86543 -0.55941 9.79672
H24 -1.23626 -0.33513 8.07530
H25 0.95524 1.11722 9.65383
H26 -0.55628 1.86097 9.13648

=====

Q: Number 3 is which compound?
A: C4H4